(1)
The following is a DFT calculation (ωB97M-V/def2-TZVPD) of a molecular structure, C25H44CrO2P2 at a distorted geometry.

Results
Charge = +1
Gap between HOMO and LUMO (alpha / beta) = 5.15 / 6.32 eV
Multiplicity = 4
Expectation value of S² = 3.96
Energy above the lowest of the compared OMol25 structures with the same formula, charge and spin = 42.64 kcal/mol
Energy = -2856.1900 hartree

Geometry as XYZ:
```
74
Properties=species:S:1:pos:R:3:mulliken_spin:R:1
Cr -0.7241 2.4130 0.0276 3.577
C 1.2410 3.1813 0.5568 -0.021
C 1.3844 2.8008 -0.8181 -0.194
C -0.3491 4.3400 -0.6831 -0.137
C 0.2181 4.1861 0.6421 -0.052
C 0.3237 3.3968 -1.5612 -0.063
C 2.1801 2.8122 1.6565 0.030
H 2.5275 1.7799 1.5088 -0.010
H 1.6703 2.8425 2.6273 -0.010
H 3.0641 3.4759 1.7097 -0.011
C -0.1704 4.9474 1.8513 0.020
H 0.4331 4.6524 2.7087 -0.002
H -1.2227 4.7426 2.0917 -0.006
H -0.0334 6.0167 1.6793 -0.001
C -1.3429 5.3636 -1.0915 0.019
H -0.8343 6.2268 -1.5598 -0.005
H -1.9119 5.7197 -0.2222 0.000
H -2.0414 4.9217 -1.8150 -0.002
C 0.1501 3.2780 -3.0365 0.019
H 0.6821 4.0824 -3.5669 -0.004
H -0.9077 3.3330 -3.3162 -0.005
H 0.5452 2.3244 -3.3843 -0.002
C 2.5535 2.0943 -1.4121 -0.003
H 2.9076 2.6230 -2.3158 -0.001
H 2.3025 1.0649 -1.7135 0.002
H 3.3920 2.0305 -0.7004 0.001
C 0.9015 -0.6590 2.2006 0.023
C 2.1362 -1.1618 2.0424 -0.007
C 2.8665 -1.2100 0.7221 0.002
C 2.1038 -2.0580 -0.3007 0.003
C 1.4573 -1.2101 -1.3070 -0.006
C 0.2645 -0.6166 -1.0672 -0.038
C -0.6629 -0.6010 0.1060 0.038
C -0.3017 -1.1976 1.4855 -0.013
H 3.8686 -1.6252 0.9446 0.000
H 1.2957 -2.6198 0.2340 0.000
H 3.0087 -0.1893 0.2984 -0.001
H -0.2575 -2.3147 1.4272 -0.007
H 0.6857 0.1801 2.8825 -0.004
H 2.6908 -1.5430 2.9008 0.000
H -1.1552 -0.9625 2.1490 -0.002
H -1.0522 0.4359 0.2985 -0.052
H -0.1576 -0.0134 -1.8873 0.014
H -1.5472 -1.1735 -0.2189 0.028
H 2.8090 -2.7497 -0.7813 0.000
H 1.9639 -1.1024 -2.2863 -0.003
P 0.0156 -4.2659 0.7626 -0.001
C -0.4673 -5.3081 2.1373 0.000
C 1.5740 -5.0826 0.2860 0.000
P -1.1684 -3.0185 -1.6978 -0.001
C -1.1248 -4.5521 -0.6480 0.000
C 0.0469 -3.4548 -3.0091 0.001
C -2.7374 -3.1596 -2.6254 0.000
H -1.4946 -5.1012 2.4515 0.000
H 0.2144 -5.1128 2.9772 0.000
H -0.3710 -6.3603 1.8306 0.000
H 1.3605 -6.1303 0.0444 0.000
H 2.2599 -5.0423 1.1420 0.000
H 2.0673 -4.6048 -0.5684 0.000
H -3.0059 -4.2172 -2.8114 0.000
H -2.6123 -2.6021 -3.5693 0.000
H -3.5075 -2.6679 -2.0054 0.000
H -2.1435 -4.6800 -0.2560 0.000
H -0.8072 -5.4605 -1.1986 0.000
H -0.3607 -3.1152 -3.9737 0.000
H 0.2773 -4.5336 -3.0438 0.000
H 0.9619 -2.8866 -2.8083 -0.001
C -4.1115 3.1119 2.8923 -0.007
O -2.8940 3.2645 2.1228 -0.003
C -2.5411 2.2368 1.3221 -0.097
O -3.1964 1.1961 1.3128 -0.008
H -4.9745 3.0962 2.2105 0.000
H -4.1345 3.9926 3.5256 0.000
H -4.0808 2.1999 3.4912 0.000
```


(2)
The following is a DFT calculation (ωB97M-V/def2-TZVPD) of 4 unconnected molecules or ions with the total composition C25H44N2O13P3S2 at a distorted geometry.

Results
Charge = -1
Gap between HOMO and LUMO = 1.43 eV
Energy = -3886.3803 hartree

Geometry as XYZ:
```
89
Properties=species:S:1:pos:R:3:lowdin_charge:R:1
O 4.0277 1.3582 2.7108 -0.119
N 2.9872 1.8706 2.0250 -0.108
C 3.3494 2.0488 0.5910 -0.247
C 2.7660 0.8039 -0.3034 -0.234
C 1.6790 1.2688 -1.3864 -0.474
S 0.1105 0.2692 -1.4023 0.805
C -0.9539 0.9191 0.0112 -0.922
S -0.3839 0.6701 1.5628 0.754
N -2.2106 1.6071 -0.3742 -0.137
C -3.4212 0.8530 0.0193 -0.212
C -3.7789 0.3844 1.4484 -0.007
C -5.0919 -0.3704 1.7617 -0.053
C -6.0660 -0.6330 0.5792 -0.090
C -5.7819 -0.1950 -0.8831 -0.076
C -4.4395 0.5490 -1.1402 0.002
C -2.3020 2.9776 0.1574 -0.152
C -3.6877 3.7016 0.3252 -0.006
C -3.7965 5.1631 0.8944 -0.084
C -2.5458 5.9898 1.2908 -0.095
C -1.1522 5.2881 1.1039 -0.068
C -1.0550 3.8505 0.5584 -0.026
H 3.7359 1.2464 3.6498 0.116
H 2.8547 3.0364 0.2493 0.098
H 4.4885 2.1636 0.4795 0.110
H 2.3594 0.0508 0.4725 0.081
H 3.6788 0.2837 -0.7826 0.106
H 2.1270 1.2166 -2.4458 0.089
H 1.3799 2.3634 -1.1808 0.066
H -3.0754 0.6023 2.3268 0.078
H -5.3186 -0.6714 2.8432 0.100
H -7.0458 -1.1575 0.8210 0.076
H -6.5292 -0.3888 -1.7191 0.081
H -4.1881 0.9200 -2.1983 0.095
H -4.6857 3.2179 0.0470 0.088
H -4.8305 5.6424 1.0281 0.081
H -2.6660 7.0423 1.7001 0.073
H -0.2459 5.9204 1.3893 0.085
H -0.0231 3.3888 0.4450 0.061
C -0.2949 -3.0053 0.5885 -0.140
O -1.5728 -2.7825 0.0047 -0.348
P -2.9128 -3.6927 0.5829 0.730
O -2.6882 -3.2703 2.0279 -0.274
O -2.1130 -5.1036 0.2544 -0.280
C -1.8428 -5.4105 -1.1082 -0.138
O -4.3172 -4.5846 1.0318 -0.262
C -4.9344 -5.3833 0.0324 -0.156
H 0.1030 -2.0478 0.9268 0.042
H -0.3169 -3.7043 1.4249 0.088
H 0.3709 -3.4065 -0.1814 0.085
H -0.7905 -5.6853 -1.2028 0.089
H -2.0479 -4.5627 -1.7665 0.085
H -2.4574 -6.2593 -1.4185 0.075
H -4.4460 -6.3594 -0.0159 0.078
H -4.8915 -4.8927 -0.9425 0.079
H -5.9808 -5.5372 0.3055 0.082
C 4.7678 -1.4127 2.7659 -0.168
O 3.9120 -2.0928 3.6663 -0.359
P 4.3613 -2.1525 5.3342 0.663
O 4.4851 -0.6323 5.4303 -0.329
O 5.8216 -2.8288 4.9278 -0.305
C 5.8115 -4.1339 4.3716 -0.163
O 4.7503 -2.3078 7.0126 -0.309
C 4.9408 -3.6174 7.5161 -0.188
H 4.1816 -0.6688 2.2267 0.056
H 5.6070 -0.9212 3.2600 0.081
H 5.1621 -2.1380 2.0453 0.076
H 6.4262 -4.1347 3.4685 0.080
H 4.8007 -4.4594 4.1126 0.076
H 6.2398 -4.8388 5.0894 0.070
H 5.9725 -3.9349 7.3438 0.070
H 4.2473 -4.3213 7.0477 0.069
H 4.7613 -3.6073 8.5941 0.074
C -1.1843 2.3821 -3.8609 -0.159
O -1.4289 2.8431 -5.1841 -0.342
P -0.3895 2.3011 -6.4455 0.713
O -0.6294 0.8313 -6.1277 -0.280
O 0.9285 2.8697 -5.6200 -0.287
C 1.0430 4.2757 -5.4415 -0.142
O 0.6199 1.8757 -7.7780 -0.269
C 1.3104 2.9259 -8.4385 -0.162
H -2.1020 1.9413 -3.4674 0.074
H -0.3804 1.6498 -3.8037 0.033
H -0.9164 3.2434 -3.2407 0.083
H 1.2536 4.4789 -4.3895 0.088
H 0.1274 4.7996 -5.7269 0.081
H 1.8722 4.6527 -6.0455 0.075
H 2.2475 3.1379 -7.9186 0.078
H 0.6957 3.8277 -8.4885 0.076
H 1.5481 2.6027 -9.4546 0.081
```


(3)
The following is a DFT calculation (ωB97M-V/def2-TZVPD) of a molecular structure, C25H45EuN7O2Si at a distorted geometry.

Results
Charge = 0
Gap between HOMO and LUMO (alpha / beta) = 6.44 / 7.53 eV
Multiplicity = 8
Expectation value of S² = 15.76
Energy above the lowest of the compared OMol25 structures with the same formula, charge and spin = 16.65 kcal/mol
Energy = -2513.3197 hartree

Geometry as XYZ:
```
81
Properties=species:S:1:pos:R:3:mulliken_spin:R:1
Eu -0.5840 0.2623 0.4481 6.890
C -2.4802 2.5400 -2.0986 0.000
C -1.6235 3.4231 -1.1794 0.001
N -0.4412 4.0064 -1.8059 0.000
C 0.8283 3.3300 -1.6008 0.003
C 1.0344 2.1392 -2.5456 0.001
N 0.5846 0.8595 -1.9656 0.009
C -0.1037 0.0031 -2.9325 0.024
C -1.5044 0.5502 -3.2439 -0.001
N -2.1282 1.1124 -2.0430 0.003
H -2.4090 2.9253 -3.1202 0.000
H -3.5161 2.6523 -1.7745 -0.001
H -1.3576 2.8049 -0.3134 0.012
H -2.2606 4.2364 -0.8255 0.000
H -0.3599 4.9789 -1.5566 0.000
H 0.9416 2.9672 -0.5655 0.004
H 1.6223 4.0581 -1.7779 0.000
H 2.0920 2.0780 -2.8213 0.000
H 0.4660 2.3552 -3.4510 -0.001
H 1.4017 0.3441 -1.6594 -0.008
H -0.1895 -0.9858 -2.4771 -0.012
H 0.4615 -0.1005 -3.8688 0.000
H -2.1057 -0.2688 -3.6457 0.000
H -1.4433 1.3106 -4.0276 0.000
H -2.9758 0.6054 -1.8485 -0.001
O -2.9001 1.2536 0.7593 0.010
C -2.8622 0.0590 1.1129 0.005
O -2.1249 -0.3855 2.0313 0.001
C -3.4248 -0.9909 0.1790 0.006
C -4.7139 -1.4894 0.1491 0.000
C -4.9952 -2.5070 -0.7511 0.001
C -3.9900 -2.9609 -1.5905 0.000
C -2.7382 -2.3730 -1.5102 0.007
N -2.4490 -1.4057 -0.6432 -0.002
H -5.4661 -1.0906 0.8160 0.000
H -5.9848 -2.9442 -0.7927 0.000
H -4.1667 -3.7644 -2.2923 0.000
H -1.9280 -2.6881 -2.1584 -0.003
N 0.6987 -0.2987 2.9503 0.009
C 1.0852 0.3686 4.2093 0.002
C 1.9829 1.5870 3.9625 0.002
C 1.2649 2.9359 3.8074 -0.001
C 0.6495 3.1973 2.4370 0.000
N -0.4962 2.3078 2.1298 0.007
H 0.0636 -1.0546 3.1859 -0.001
H 1.5253 -0.7447 2.5681 -0.002
H 1.6140 -0.3268 4.8708 0.000
H 0.1757 0.6702 4.7366 0.000
H 2.5899 1.3920 3.0731 -0.001
H 2.6746 1.6767 4.8029 0.000
H 1.9893 3.7322 3.9965 0.000
H 0.4881 3.0285 4.5739 0.000
H 1.4252 3.0621 1.6775 -0.001
H 0.3384 4.2437 2.3879 0.000
H -1.3195 2.8632 1.9260 0.002
H -0.7457 1.8040 2.9725 0.003
C 3.6537 -1.9691 1.6838 0.000
Si 2.9309 -1.1291 0.1346 0.001
C 3.9893 -1.7667 -1.3014 0.000
C 3.2365 0.7498 0.2497 0.007
N 1.2278 -1.2538 0.0669 0.018
C 0.6261 -2.4800 -0.2148 0.005
C 0.9250 -3.2347 -1.3689 0.001
C 0.2990 -4.4430 -1.6283 0.000
C -0.6530 -4.9525 -0.7541 0.001
C -0.9618 -4.2306 0.3904 0.006
C -0.3376 -3.0230 0.6602 0.000
H 4.6694 -2.3268 1.4937 0.000
H 3.0560 -2.8368 1.9760 0.000
H 3.7098 -1.2952 2.5441 0.000
H 5.0343 -1.4874 -1.1384 0.000
H 3.6886 -1.3610 -2.2713 0.000
H 3.9506 -2.8568 -1.3669 0.000
H 4.0795 0.9660 0.9123 0.000
H 2.3564 1.2645 0.6431 0.003
H 3.4791 1.1866 -0.7234 0.001
H 1.6660 -2.8482 -2.0578 0.000
H 0.5597 -4.9961 -2.5241 0.000
H -1.1343 -5.9016 -0.9542 0.000
H -1.6941 -4.6182 1.0899 0.000
H -0.5670 -2.5016 1.5820 -0.009
```


Q: Look up the charge of the first one.
A: +1